# 1
{"formula": "C3H2BrCl", "method": "wB97M-V/def2-TZVPD", "spin_multiplicity": 3, "s_squared": 2.01, "charge": 0, "orbital_gap_ev": [8.1562, 6.8856], "e_tot_ev": -85700.332, "symbols": ["C", "C", "C", "Cl", "Br", "H", "H"], "xyz": [[-2.58419, 0.07399, -0.96156], [-3.35291, 0.31887, -0.04415], [-0.30379, 1.05944, -0.50504], [-0.39663, 1.56074, 1.11893], [-4.78074, 0.38348, 1.08180], [-0.21926, 1.84378, -1.34820], [-0.21981, -0.03600, -0.72988]], "forces_ev_per_a": [[2.219, -1.046, -3.500], [-3.796, 0.812, 4.184], [0.901, 0.360, -1.722], [-0.108, -0.149, -0.500], [0.988, 0.030, -0.742], [-0.179, -1.428, 1.829], [-0.024, 1.422, 0.452]]}

# 2
{"formula": "C5H40N2O14", "method": "wB97M-V/def2-TZVPD", "charge": 0, "orbital_gap_ev": 8.4858, "e_tot_ev": -37477.850, "symbols": ["N", "C", "C", "C", "O", "C", "N", "C", "H", "H", "H", "H", "H", "H", "H", "H", "H", "H", "H", "H", "H", "H", "H", "H", "O", "H", "H", "O", "H", "H", "O", "H", "H", "O", "H", "H", "O", "H", "H", "O", "H", "H", "O", "H", "H", "O", "H", "H", "O", "H", "H", "O", "H", "H", "O", "H", "H", "O", "H", "H", "O"], "xyz": [[-1.20089, -1.00538, -1.52708], [-0.02766, -0.15641, -1.35927], [0.80829, -0.29519, -2.70425], [2.06624, 0.60859, -2.90370], [1.75780, 1.84438, -2.28151], [0.82547, -0.74593, -0.21229], [0.26248, -0.56637, 1.14166], [1.19379, 0.09418, 2.04429], [-1.72892, -0.78379, -2.31876], [-1.81326, -0.87264, -0.73935], [-0.12507, 0.89249, -1.16212], [0.97490, -1.40483, -2.72352], [0.08713, 0.04326, -3.43951], [2.94149, 0.17936, -2.46231], [2.21911, 0.72895, -3.95922], [2.55066, 2.34943, -2.08858], [1.78023, -0.30990, -0.33045], [0.88654, -1.83048, -0.41675], [-0.20964, -1.35090, 1.59172], [2.25404, 0.13951, 1.87779], [0.84197, 1.21891, 1.91250], [1.04570, -0.05901, 3.08532], [-0.04198, -4.12973, -0.56044], [1.36119, -3.87333, -0.74651], [0.85330, -4.46709, -0.19898], [-3.86809, 1.54401, -2.86332], [-4.35165, 1.12339, -1.45417], [-4.06477, 0.70949, -2.30734], [0.85802, -3.61870, 2.57924], [1.50299, -4.64838, 1.70308], [1.72103, -3.95743, 2.35168], [-1.06136, 1.66693, 1.19060], [-1.60797, 0.34204, 0.84798], [-1.85285, 1.15557, 1.33183], [2.82035, -2.68017, 0.08108], [3.47686, -3.08350, -1.32147], [2.67175, -2.81164, -0.90427], [-2.48406, -3.16794, 2.53886], [-2.90792, -2.48616, 1.25543], [-2.11973, -2.92997, 1.64983], [1.37707, 4.39136, -0.35830], [0.57711, 4.42123, -1.62561], [1.39351, 4.86310, -1.18353], [2.87301, -2.70285, 1.95437], [3.59159, -1.28809, 1.89153], [3.57188, -2.14001, 1.53173], [-3.60841, 2.12587, 0.42164], [-4.12137, 3.44780, -0.07438], [-4.14870, 2.52638, -0.28358], [-3.35620, -0.28171, 1.36782], [-4.56470, -0.59023, 0.56047], [-3.62456, -0.82453, 0.66386], [-0.32503, 2.19967, -0.93385], [-1.42793, 3.28072, -0.80790], [-0.54746, 3.02358, -0.47799], [-1.21254, 1.79096, 3.10353], [-0.82648, 3.12652, 3.59619], [-0.55787, 2.25785, 3.59200], [2.06685, 2.55997, 1.12877], [2.07667, 1.99114, -0.52001], [2.49806, 2.41567, 0.25550]], "forces_ev_per_a": [[1.086, 0.309, 1.505], [2.060, -1.874, -0.641], [-0.479, -0.166, 1.212], [-1.506, -1.071, 0.870], [-0.197, 0.367, 0.173], [-2.170, -1.462, -0.268], [0.971, -0.487, -0.037], [-2.151, 4.102, -0.622], [-0.976, 0.590, -1.446], [-0.416, -0.249, 0.149], [-0.712, 0.108, -0.018], [0.221, 1.096, -0.672], [-0.099, -0.418, -0.582], [0.612, -0.381, 0.324], [0.209, 0.177, -0.592], [0.299, 0.385, -0.515], [1.247, 0.354, 0.523], [0.057, 0.844, -0.028], [0.510, -0.204, -0.773], [0.415, -0.631, -0.756], [1.289, -1.729, 0.750], [-0.482, -0.632, 0.832], [1.436, -1.287, 1.357], [1.629, 0.307, -0.237], [-3.610, 0.339, -1.042], [-0.507, -2.108, 1.312], [0.422, -0.381, -1.120], [0.154, 2.283, -0.613], [-0.402, 0.259, 0.112], [0.140, 0.376, -0.258], [0.225, -0.423, 0.282], [0.511, 0.735, -0.179], [0.237, 0.233, 0.498], [-1.125, -0.353, -0.198], [0.593, 0.163, -1.445], [0.803, -0.253, 0.037], [-0.380, 0.355, 0.553], [0.696, 0.102, -1.007], [0.830, -0.163, -0.050], [-1.267, 0.013, 1.136], [0.300, -0.356, 0.639], [2.218, 1.231, 1.082], [-2.150, -0.614, -1.925], [0.449, 0.459, 0.202], [-0.184, 1.728, 0.910], [-0.192, -2.490, -0.730], [0.167, -0.107, -0.255], [-0.251, 0.992, 0.075], [0.335, -0.705, 0.595], [0.769, 1.224, 1.689], [0.457, -0.332, -0.247], [-1.609, -0.941, -1.373], [-0.102, 0.490, -0.125], [0.425, -0.351, 0.201], [-0.702, 0.434, 0.067], [-0.928, -0.826, -0.618], [-0.912, 3.144, 0.145], [1.763, -2.189, 0.740], [-0.208, -0.786, -1.704], [-0.906, 0.147, 1.433], [1.089, 0.620, 0.675]]}

# 3
{"formula": "C3H5NO4", "method": "wB97M-V/def2-TZVPD", "charge": 0, "orbital_gap_ev": 10.5725, "e_tot_ev": -12865.261, "symbols": ["C", "C", "C", "H", "H", "H", "H", "H", "N", "O", "O", "O", "O"], "xyz": [[-1.12243, 0.63761, -0.49771], [1.29133, 0.88825, 0.30416], [1.64843, -0.62190, -0.04549], [-2.99686, -1.39074, 0.49808], [-1.88643, 0.76886, -1.57635], [1.35772, 1.56557, 1.64075], [2.37884, 1.48147, -0.24996], [0.00400, -1.28865, 0.58897], [-1.42091, -0.29574, 0.38605], [-2.82974, -0.81226, -0.26006], [0.01710, 1.45190, -0.26338], [0.72077, -1.58964, -0.05637], [2.83817, -0.79472, -0.46868]], "forces_ev_per_a": [[-0.151, -0.570, 0.289], [2.257, 3.744, 1.205], [4.135, 0.082, -1.599], [-0.552, -0.157, -0.315], [2.794, 0.091, 3.652], [-0.228, -2.931, -3.830], [-4.027, -1.706, 1.528], [0.447, -0.562, -1.211], [-3.020, 2.229, -4.249], [3.161, 0.390, 2.165], [-0.634, -2.180, -0.966], [0.755, 1.194, 1.505], [-4.938, 0.375, 1.826]]}

# 4
{"formula": "C4H7NO2", "method": "wB97M-V/def2-TZVPD", "smiles": "C[C@@H](C=O)C(N)=O", "charge": 0, "orbital_gap_ev": 10.5554, "e_tot_ev": -9846.723, "symbols": ["C", "C", "C", "O", "C", "N", "O", "H", "H", "H", "H", "H", "H", "H"], "xyz": [[-0.90982, -1.08549, 0.62683], [-0.43093, 0.06530, -0.24712], [-1.15046, 1.39082, 0.04897], [-2.28462, 1.47517, 0.44980], [1.05483, 0.30129, 0.05738], [1.95633, -0.12775, -0.88564], [1.35016, 0.83964, 1.11566], [-0.65751, -0.87845, 1.66978], [-1.98639, -1.25217, 0.55238], [-0.39234, -2.00860, 0.34032], [-0.64946, -0.15262, -1.30745], [-0.54776, 2.29421, -0.18675], [1.73879, -0.70830, -1.68421], [2.90919, -0.15304, -0.54994]], "forces_ev_per_a": [[0.014, -0.330, 0.210], [-0.027, 0.458, 0.069], [-0.370, -0.137, -0.016], [0.664, -0.141, -0.177], [-0.607, -0.134, -0.186], [0.322, 0.197, 0.792], [0.253, -0.443, -0.986], [-0.105, 0.008, -0.100], [0.133, 0.148, -0.066], [-0.136, 0.109, 0.026], [0.312, 0.071, 0.194], [-0.172, -0.072, 0.097], [-0.284, 0.223, 0.378], [0.003, 0.044, -0.234]]}

# 5
{"formula": "C8H10", "method": "wB97M-V/def2-TZVPD", "smiles": "CC1[C@@H]2C=CC=C[C@@H]12", "charge": 0, "orbital_gap_ev": 9.2859, "e_tot_ev": -8451.349, "symbols": ["C", "C", "C", "C", "C", "C", "C", "C", "H", "H", "H", "H", "H", "H", "H", "H", "H", "H"], "xyz": [[2.86698, 0.12877, 0.46227], [1.61207, -0.30133, -0.32357], [0.25241, -0.69312, 0.15688], [-0.98919, -1.55688, -0.07719], [-2.09397, -0.69866, 0.18414], [-1.89240, 0.91416, 0.28528], [-0.76904, 1.56852, -0.19446], [0.41524, 0.59494, -0.50764], [2.65843, 0.74664, 1.49295], [3.15422, 0.90180, -0.43107], [3.60901, -0.89937, 0.36040], [1.70044, -0.77019, -1.26806], [0.31037, -0.46282, 1.27198], [-1.06648, -2.67508, -0.48340], [-3.14927, -0.94999, 0.16913], [-2.96521, 1.40383, 0.59800], [-0.73229, 2.68404, -0.19322], [0.06806, 0.28274, -1.43093]], "forces_ev_per_a": [[0.502, -0.278, -2.376], [-0.503, 0.260, 1.078], [0.292, -0.982, 4.557], [-2.147, 1.411, -0.470], [3.028, 0.798, -1.052], [-1.525, -1.199, -0.270], [-0.258, -0.650, 2.739], [-3.371, 1.030, -0.521], [0.733, -2.092, -2.583], [0.481, -1.482, 2.715], [-1.702, 3.391, 1.111], [1.556, -0.170, -0.924], [-0.391, -0.506, -0.992], [0.206, 2.642, 1.323], [0.224, -0.415, -0.057], [3.125, -0.761, -0.999], [0.052, -1.089, -0.322], [-0.303, 0.091, -2.959]]}

# 6
{"formula": "C7H13N", "method": "wB97M-V/def2-TZVPD", "smiles": "C=C/C=C(/C)CCN", "charge": 0, "orbital_gap_ev": 9.3858, "e_tot_ev": -8958.587, "symbols": ["C", "C", "C", "C", "C", "C", "C", "N", "H", "H", "H", "H", "H", "H", "H", "H", "H", "H", "H", "H", "H"], "xyz": [[-0.28600, -3.16162, 0.64755], [-0.14604, -1.83748, 0.70389], [-0.91198, -0.93092, -0.15420], [-0.78233, 0.39777, -0.21355], [-1.59469, 1.20029, -1.20110], [0.00057, 1.18811, 0.80273], [1.55628, 1.13113, 0.56911], [2.02451, 0.84884, -0.76695], [-0.77784, -3.72310, -0.13393], [0.35135, -3.76114, 1.29327], [0.41571, -1.37090, 1.50180], [-1.58125, -1.40288, -0.86492], [-1.51878, 0.77523, -2.20173], [-2.64034, 1.30951, -0.90661], [-1.18126, 2.20817, -1.30884], [-0.29772, 2.23402, 0.80457], [-0.15384, 0.80124, 1.80599], [1.99033, 0.39863, 1.24252], [1.94107, 2.09810, 0.90278], [1.66753, -0.02509, -1.11885], [1.92473, 1.62209, -1.40352]], "forces_ev_per_a": [[1.469, -0.238, 0.191], [-1.407, 0.221, -0.012], [0.547, -0.021, -0.465], [-0.847, 0.225, 0.707], [0.583, 0.310, -0.349], [1.044, -0.302, -0.240], [-0.457, 0.374, 0.146], [0.506, 0.166, 0.406], [-0.409, 0.314, -0.054], [-0.299, -0.050, 0.104], [0.303, -0.165, 0.020], [0.013, -0.112, -0.116], [-0.327, -0.218, 0.008], [0.025, -0.112, -0.018], [-0.078, -0.045, 0.167], [-0.235, 0.004, -0.105], [-0.271, -0.004, 0.173], [0.021, -0.231, 0.071], [0.221, -0.090, -0.158], [-0.158, 0.136, -0.276], [-0.244, -0.163, -0.201]]}

# 7
{"formula": "C4H12", "method": "wB97M-V/def2-TZVPD", "spin_multiplicity": 2, "s_squared": 0.75, "charge": -1, "orbital_gap_ev": [2.8459, 11.7748], "e_tot_ev": -4339.859, "symbols": ["C", "C", "H", "H", "H", "H", "H", "H", "C", "C", "H", "H", "H", "H", "H", "H"], "xyz": [[-0.82714, 2.19479, -0.44895], [0.32430, 1.98604, -1.34714], [-1.12634, 1.50235, 0.36955], [-0.64299, 3.06360, 0.26164], [-1.74216, 2.39274, -1.08195], [0.22381, 2.81406, -2.11840], [0.37213, 1.03800, -1.92169], [1.26005, 1.94535, -1.01889], [-0.18561, -1.66841, 1.21587], [0.71773, -2.63429, 0.57130], [-0.73968, -1.05379, 0.48752], [-0.99555, -2.02157, 1.97777], [0.32267, -0.95280, 1.91688], [1.17903, -3.31327, 1.28210], [1.49155, -1.94383, 0.02139], [0.36820, -3.34897, -0.16699]], "forces_ev_per_a": [[-1.849, 1.111, 2.322], [-2.695, -0.150, -3.772], [0.496, -0.556, -1.120], [-0.226, -0.225, -1.308], [0.767, -0.084, 0.873], [0.530, -0.845, 0.640], [-0.926, 0.241, 0.081], [3.899, 0.563, 2.254], [-2.835, 1.339, 2.489], [2.289, 0.376, -1.116], [0.276, -0.133, 0.188], [1.119, -0.229, -1.540], [0.206, -0.431, -0.952], [0.623, 0.246, 0.330], [-0.886, -1.574, 0.944], [-0.789, 0.352, -0.313]]}